i | DFT (ωB97M-V/def2-TZVPD) results for 2 unconnected molecules or ions with the total composition C3H11N5O.

As for the SMILES: [H]/N=N/NC.CC(=O)NN. Its HOMO-LUMO gap is 9.0 eV. The molar mass comes out at 133.155 g/mol.

Cartesian coordinates (Å):
1 H -2.238 -1.402 2.357
2 N -1.813 -0.868 1.595
3 N -2.613 -0.280 0.861
4 N -2.262 0.699 -0.102
5 C -1.652 0.497 -1.394
6 H -3.000 1.394 -0.105
7 H -1.300 -0.529 -1.496
8 H -0.885 1.270 -1.510
9 H -2.365 0.695 -2.191
10 C 2.482 0.870 0.081
11 C 1.124 0.581 0.713
12 O 0.810 1.095 1.784
13 N 0.648 -0.689 0.398
14 N 1.188 -1.648 -0.470
15 H 2.920 1.763 0.516
16 H 3.168 0.042 0.257
17 H 2.389 0.951 -1.003
18 H -0.118 -1.047 0.988
19 H 1.604 -1.208 -1.287
20 H 1.913 -2.185 0.008

***

ii | DFT (ωB97M-V/def2-TZVPD) results for 2 unconnected molecules or ions with the total composition C3H11N5O.

As for the SMILES: [H]/N=C(\N)N(C)O.C=NN. Its HOMO-LUMO gap is 7.9 eV. The molar mass comes out at 133.155 g/mol.

Cartesian coordinates (Å):
1 H 2.386 -1.045 -1.409
2 N 2.168 -0.240 -0.816
3 C 0.997 -0.489 -0.235
4 N 0.554 -1.799 -0.080
5 N 0.709 0.367 0.867
6 C 0.011 0.147 2.109
7 O 1.326 1.628 0.777
8 H 0.766 -2.172 0.837
9 H -0.465 -1.785 -0.180
10 H -0.687 0.976 2.250
11 H 0.701 0.165 2.959
12 H -0.544 -0.792 2.112
13 H 2.020 1.462 0.096
14 C -2.321 1.008 -0.726
15 N -1.775 -0.132 -0.854
16 N -0.450 -0.149 -1.874
17 H -2.638 1.373 0.262
18 H -2.407 1.718 -1.565
19 H -0.036 0.751 -2.107
20 H -0.314 -0.994 -2.425

***

Name the most stable of them. i.

***

i | DFT (ωB97M-V/def2-TZVPD) results for C3H8O2 in the gas phase.

As for the SMILES: COCCO. Its HOMO-LUMO gap is 10.6 eV. The molar mass comes out at 76.095 g/mol.

Cartesian coordinates (Å):
1 C 1.569 0.695 0.522
2 O 0.434 0.012 0.962
3 C -0.036 -0.906 -0.011
4 C -1.431 -0.409 -0.314
5 O -1.427 0.760 -1.112
6 H 1.775 1.490 1.251
7 H 2.403 -0.008 0.522
8 H 1.392 1.076 -0.488
9 H 0.554 -0.943 -0.948
10 H 0.009 -1.914 0.424
11 H -1.976 -1.161 -0.883
12 H -1.880 -0.279 0.683
13 H -1.387 1.585 -0.609

***

ii | DFT (ωB97M-V/def2-TZVPD) results for 2 unconnected molecules or ions with the total composition C3H8O2.

Its HOMO-LUMO gap is 8.7 eV. The molar mass comes out at 76.095 g/mol.

Cartesian coordinates (Å):
1 C -0.974 -0.420 0.356
2 C -0.166 0.766 -0.373
3 C 1.222 0.354 0.095
4 H -1.864 0.471 -1.456
5 H -0.471 -1.531 0.435
6 H -1.076 -0.194 1.585
7 H -0.828 1.538 0.172
8 H -0.207 0.819 -1.368
9 H 1.109 0.282 1.219
10 H 2.089 1.103 -0.046
11 H 2.068 -1.575 0.233
12 O -2.248 -0.563 -0.289
13 O 1.347 -1.048 -0.564

***

iii | DFT (ωB97M-V/def2-TZVPD) results for 2 unconnected molecules or ions with the total composition C3H8O2.

As for the SMILES: CC=O.CO. Its HOMO-LUMO gap is 10.7 eV. The molar mass comes out at 76.095 g/mol.

Cartesian coordinates (Å):
1 C 1.222 -2.031 -2.533
2 C 2.480 -1.240 -1.986
3 O 3.659 -1.646 -1.982
4 H 1.548 -2.197 -3.664
5 H 0.199 -1.545 -2.376
6 H 1.129 -3.094 -2.123
7 H 2.338 -0.184 -1.639
8 C -1.649 1.931 2.543
9 O -3.211 1.847 2.575
10 H -1.482 2.731 1.775
11 H -1.405 2.464 3.450
12 H -1.044 1.075 2.396
13 H -3.785 1.886 3.563

***

Name the most stable of them. i.

***

i | DFT (ωB97M-V/def2-TZVPD) results for 2 unconnected molecules or ions with the total composition C3H8O2.

As for the SMILES: C=C(O)CO.[H][H]. Its HOMO-LUMO gap is 9.3 eV. The molar mass comes out at 76.095 g/mol.

Cartesian coordinates (Å):
1 C 1.687 -0.405 -0.221
2 C 0.415 -0.219 -0.572
3 O 0.058 0.354 -1.743
4 C -0.759 -0.689 0.271
5 O -1.913 0.043 -0.130
6 H 1.932 -0.883 0.721
7 H 2.495 -0.100 -0.875
8 H -0.895 0.536 -1.665
9 H -0.913 -1.765 0.118
10 H -0.550 -0.520 1.334
11 H -2.663 -0.558 -0.177
12 H 0.713 1.858 1.239
13 H 0.393 2.349 1.700

***

ii | DFT (ωB97M-V/def2-TZVPD) results for 2 unconnected molecules or ions with the total composition C3H8O2.

Its HOMO-LUMO gap is 9.4 eV. The molar mass comes out at 76.095 g/mol.

Cartesian coordinates (Å):
1 C 1.708 0.851 0.394
2 O 0.420 0.462 0.844
3 C -0.430 -1.028 -0.164
4 C -1.684 -0.331 -0.309
5 O -1.600 0.904 -0.688
6 H 1.881 1.908 0.624
7 H 2.448 0.245 0.921
8 H 1.823 0.706 -0.689
9 H 0.292 -0.883 -0.963
10 H -0.349 -1.936 0.433
11 H -1.760 -1.248 -1.127
12 H -2.473 -0.641 0.405
13 H -0.277 0.993 0.317

***

Name the most stable of them. i.